Formula: C2H3BrClFIN
Source: the Open Molecules 2025 dataset
Level of theory: ωB97M-V with the def2-TZVPD basis set

Last column: Mulliken charge in e.
CARTESIAN COORDINATES (ANGSTROEM)
1 F 2.46883 -0.33431 -1.05117  -0.17
2 C 1.88714 -0.57117 0.10270  0.48
3 Br 3.18554 -1.48342 1.11614  -0.12
4 N 0.91361 -0.07730 0.62177  -0.27
5 C -0.12550 0.77383 0.16914  -0.13
6 Cl 0.05809 1.82136 -1.30535  -0.18
7 H -1.11342 0.39521 0.23426  0.11
8 H -0.10347 1.67061 0.97524  0.26
9 I -4.20121 -0.94305 0.11411  -0.09
10 H -2.96962 -1.25174 -0.97685  0.10

Relative energy (zero: lowest compared OMol25 entry of this formula, charge and spin)   15.55 kcal/mol
E_HOMO   -0.3803 Eh
Total charge   0
Max |F|   5.2 eV Å⁻¹
Structure (SMILES)   F/C(Br)=N\CCl.I

=====

Formula: C11H23Br6O7P
Source: the Open Molecules 2025 dataset
Level of theory: ωB97M-V with the def2-TZVPD basis set

Last column: Mulliken charge in e.
CARTESIAN COORDINATES (ANGSTROEM)
1 C -0.63448 -4.55825 0.24365  -1.03
2 C -1.20297 -3.09084 0.35602  -0.26
3 O -2.35727 -3.01817 1.24919  -0.35
4 P -2.26382 -2.30950 2.71173  0.72
5 O -3.47955 -2.44551 3.55835  -0.73
6 O -1.91807 -0.82246 2.22735  0.01
7 C -2.95687 0.14661 2.21798  -0.28
8 C -2.44299 1.34754 1.40239  -1.15
9 O -0.83916 -2.88669 3.31849  -0.26
10 C -0.83828 -4.19237 3.94505  -0.33
11 C -1.31172 -3.97866 5.43673  -1.11
12 H -0.26946 -4.95639 1.19041  0.21
13 H -1.48223 -5.16066 -0.08274  0.28
14 H 0.19085 -4.59070 -0.46761  0.38
15 H -0.52394 -2.31816 0.71658  0.35
16 H -1.48516 -2.79353 -0.65398  0.36
17 H -3.94391 -0.12685 1.84505  0.37
18 H -3.12555 0.43853 3.25452  0.29
19 H -3.17278 2.15642 1.36758  0.41
20 H -1.49070 1.73179 1.76790  0.20
21 H -2.35409 1.07295 0.35130  0.28
22 H -1.35274 -4.87928 3.27306  0.36
23 H 0.21625 -4.46256 4.00028  0.24
24 H -1.40155 -4.95501 5.91295  0.38
25 H -0.51421 -3.65090 6.10357  0.32
26 H -2.27687 -3.51536 5.64156  0.32
27 C 5.75494 2.50130 1.15236  -0.36
28 Br 7.37674 2.44484 2.34049  -0.07
29 Br 4.43957 3.79971 2.00081  -0.03
30 Br 5.07155 0.61046 0.76736  -0.01
31 H 6.09451 2.94531 0.21659  0.44
32 C 2.14378 2.95237 -1.05479  0.30
33 Br 0.73586 1.87237 -0.13431  0.06
34 Br 1.38686 4.76463 -1.39216  0.00
35 Br 2.78170 2.06976 -2.65790  0.04
36 H 2.95669 3.03893 -0.33382  -0.36
37 C 1.63473 2.33426 -7.03950  -0.70
38 O 0.66908 2.06763 -6.03704  -0.33
39 C 0.36411 3.04283 -5.21849  0.86
40 O 0.79422 4.17296 -5.30342  -0.57
41 O -0.40629 2.49945 -4.28770  -0.26
42 C -0.92609 3.25289 -3.24078  -0.31
43 H 2.39841 3.03309 -6.69815  0.34
44 H 1.21065 2.60706 -8.00585  0.28
45 H 2.12309 1.37096 -7.18669  0.25
46 H -2.00234 3.13146 -3.11813  0.30
47 H -0.89733 4.33531 -3.36582  0.32
48 H -0.47320 2.97045 -2.29041  -0.15

E_HOMO   -0.3820 Eh
Total charge   0
Max |F|   2.4 eV Å⁻¹

=====

Formula: C30H81BF4O11V
Source: the Open Molecules 2025 dataset
Level of theory: ωB97M-V with the def2-TZVPD basis set

Last column: Mulliken spin population.
CARTESIAN COORDINATES (ANGSTROEM)
1 V 1.13389 -2.25639 -1.93323  2.86
2 O 0.31166 -0.83369 -0.58907  0.07
3 H 0.19595 0.04343 -0.17457  0.01
4 B 2.60820 -3.91970 -4.29227  0.00
5 F 1.75061 -3.79680 -3.20028  0.01
6 F 3.71131 -4.74509 -4.00640  0.00
7 F 1.89768 -4.45557 -5.37319  0.00
8 F 3.08847 -2.70051 -4.61430  -0.01
9 C 2.45051 1.07451 6.98892  0.00
10 C 1.91584 2.10200 6.08627  0.00
11 C 2.35810 2.22991 4.58088  0.00
12 O 0.53840 1.91401 6.05191  0.00
13 H 3.53198 1.09809 6.85492  0.00
14 H 2.09196 0.07094 6.76005  0.00
15 H 2.20310 1.19336 8.04380  0.00
16 H 2.10912 3.02073 6.64006  0.00
17 H 2.34654 1.25272 4.09811  0.00
18 H 3.41721 2.48437 4.54063  0.00
19 H 1.68765 2.87724 4.01558  0.00
20 H 0.29199 1.14752 5.52905  0.00
21 C -1.55718 4.55161 -1.52518  0.00
22 C -2.52968 5.50182 -2.12191  0.00
23 C -2.00056 6.97394 -2.12809  0.00
24 O -2.89032 5.19336 -3.44438  0.00
25 H -0.90665 4.26131 -2.35018  0.00
26 H -2.07889 3.65410 -1.19294  0.00
27 H -1.05409 5.03835 -0.68966  0.00
28 H -3.41537 5.53453 -1.48742  0.00
29 H -1.19861 6.97165 -2.86632  0.00
30 H -1.61684 7.08992 -1.11448  0.00
31 H -2.83481 7.66871 -2.22516  0.00
32 H -2.07936 5.09461 -3.94854  0.00
33 C 5.21941 -0.46140 -1.09126  0.00
34 C 4.39283 -1.62395 -1.67581  0.02
35 C 4.96285 -2.92737 -1.32113  0.00
36 O 3.10376 -1.57645 -1.15547  -0.05
37 H 6.29834 -0.61640 -1.08902  0.00
38 H 5.12536 -0.45189 -0.00537  0.00
39 H 4.95925 0.47284 -1.58887  0.00
40 H 4.42833 -1.51205 -2.75947  -0.01
41 H 4.56268 -3.68204 -1.99821  0.00
42 H 4.83110 -3.12661 -0.25762  0.00
43 H 6.01241 -3.10832 -1.55306  0.00
44 H 2.95707 -0.80185 -0.60768  0.02
45 C -2.68064 0.34506 -1.86985  0.00
46 C -3.26710 -0.47300 -0.72055  0.00
47 C -4.68527 -0.94648 -0.86553  0.00
48 O -2.39640 -1.56989 -0.61758  0.00
49 H -1.63907 0.63587 -1.73319  0.00
50 H -3.25660 1.24029 -2.10424  0.00
51 H -2.61185 -0.30306 -2.74352  0.00
52 H -3.16454 0.02993 0.24103  0.00
53 H -4.91898 -1.04652 -1.92547  0.00
54 H -5.32535 -0.12285 -0.54927  0.00
55 H -4.84436 -1.84265 -0.26580  0.00
56 H -1.50268 -1.22845 -0.53833  0.01
57 C -1.07684 -0.82073 3.43791  0.00
58 C -1.28968 -1.55463 4.75278  0.00
59 C 0.01068 -2.04002 5.46730  0.00
60 O -1.83915 -0.53365 5.55739  0.00
61 H -0.36462 -0.05530 3.74604  0.00
62 H -2.03655 -0.40597 3.12964  0.00
63 H -0.76949 -1.45717 2.60812  0.00
64 H -2.16551 -2.17436 4.56050  0.00
65 H 0.43477 -2.85961 4.88721  0.00
66 H -0.17876 -2.27982 6.51359  0.00
67 H 0.82296 -1.31337 5.45075  0.00
68 H -2.08005 -0.74017 6.46344  0.00
69 C 3.12727 0.51290 -4.67433  0.00
70 C 1.96003 0.38212 -3.62245  0.02
71 C 0.97879 1.46392 -3.87248  -0.01
72 O 1.31509 -0.89423 -3.67552  -0.03
73 H 3.63531 1.47639 -4.71527  0.00
74 H 2.66624 0.32231 -5.64347  0.00
75 H 3.82654 -0.32177 -4.62486  0.00
76 H 2.25083 0.43727 -2.57340  0.00
77 H 1.37513 2.43814 -3.58623  0.00
78 H -0.02672 1.26170 -3.50350  0.00
79 H 0.86185 1.52003 -4.95474  0.00
80 H 1.40348 -1.07259 -4.61465  0.01
81 C 0.01673 -5.01907 1.26253  0.00
82 C 0.81558 -3.79612 0.90513  0.02
83 C 1.77473 -3.26010 2.05158  0.00
84 O 1.53611 -3.89419 -0.34980  -0.01
85 H -0.92037 -5.09277 0.71070  0.00
86 H -0.30651 -4.94047 2.30052  0.00
87 H 0.66304 -5.89674 1.25237  0.00
88 H 0.08320 -2.99518 0.80396  0.01
89 H 2.53737 -2.64969 1.56798  0.00
90 H 2.41294 -3.96942 2.57853  0.00
91 H 1.33731 -2.61357 2.81234  0.00
92 H 2.39404 -4.28838 -0.17613  0.00
93 C -4.33928 3.41089 0.60938  0.00
94 C -5.39518 3.33608 1.75164  0.00
95 C -5.30269 1.86500 2.32272  0.00
96 O -4.98259 4.26742 2.71470  0.00
97 H -3.35133 3.13908 0.98112  0.00
98 H -4.26681 4.39331 0.14283  0.00
99 H -4.62112 2.65657 -0.12524  0.00
100 H -6.42865 3.56777 1.49405  0.00
101 H -5.82903 1.12059 1.72529  0.00
102 H -5.76966 1.76078 3.30210  0.00
103 H -4.23902 1.63566 2.38667  0.00
104 H -4.11547 3.95570 2.98400  0.00
105 C -2.01153 -5.17337 -2.82189  0.00
106 C -1.43613 -3.77986 -3.16115  0.03
107 C -2.31658 -2.83519 -3.99072  -0.01
108 O -0.97458 -3.06375 -2.03480  0.03
109 H -1.49650 -5.53684 -1.93264  0.00
110 H -1.90868 -6.01496 -3.50691  0.00
111 H -3.07464 -5.06733 -2.60589  0.00
112 H -0.61315 -3.87561 -3.86941  -0.02
113 H -1.82602 -1.96856 -4.43387  0.00
114 H -3.16643 -2.49095 -3.40135  0.00
115 H -2.72419 -3.46771 -4.77931  0.00
116 H -1.76548 -2.63654 -1.69781  0.00
117 C 1.26194 2.49124 1.22093  0.00
118 C 1.89684 1.95843 0.00795  0.00
119 C 3.01242 2.87516 -0.50129  0.00
120 O 2.38274 0.69161 0.26418  0.00
121 H 0.94614 3.52268 1.06435  0.00
122 H 2.04436 2.53564 1.97852  0.00
123 H 0.39265 1.91432 1.53652  0.00
124 H 1.11811 1.84981 -0.74696  0.00
125 H 2.78224 3.94022 -0.52900  0.00
126 H 3.44727 2.50977 -1.43162  0.00
127 H 3.85014 2.78219 0.18985  0.00
128 H 1.59575 0.21734 0.54226  0.00

Expectation value of S²   3.7527
Relative energy (zero: lowest compared OMol25 entry of this formula, charge and spin)   0.00 kcal/mol
E_HOMO (alpha / beta)   -0.2891 / -0.3679 Eh
Total charge   0
Max |F|   3.1 eV Å⁻¹
Spin multiplicity   4

=====

Formula: C6H12O
Source: the Open Molecules 2025 dataset
Level of theory: ωB97M-V with the def2-TZVPD basis set

Last column: Mulliken charge in e.
CARTESIAN COORDINATES (ANGSTROEM)
1 C -1.51263 -0.66031 -1.42873  -1.25
2 C -1.47328 -0.52416 0.08981  -0.73
3 C -0.58921 0.60466 0.60390  -0.21
4 C 0.35894 1.42010 -0.25458  -1.06
5 C 0.88961 0.44556 0.75874  1.31
6 C 1.60228 -0.80436 0.26798  -1.61
7 O 1.36524 0.95473 1.97921  -0.57
8 H -1.85276 0.28123 -1.87189  0.32
9 H -2.19428 -1.45934 -1.73821  0.38
10 H -0.52506 -0.88501 -1.84870  0.29
11 H -2.49404 -0.35943 0.45243  0.42
12 H -1.14607 -1.46710 0.54905  0.34
13 H -1.03202 1.18899 1.40744  0.40
14 H 0.44062 2.47965 -0.02980  0.31
15 H 0.47322 1.16508 -1.30700  0.24
16 H 2.33530 -0.57806 -0.51529  0.33
17 H 0.90635 -1.54439 -0.13941  0.33
18 H 2.12345 -1.28221 1.10327  0.42
19 H 2.32433 1.02436 1.92180  0.35

Relative energy (zero: lowest compared OMol25 entry of this formula, charge and spin)   27.54 kcal/mol
E_HOMO   -0.3432 Eh
Total charge   0
Max |F|   0.3 eV Å⁻¹
Structure (SMILES)   CC[C@@H]1C[C@@]1(C)O

=====

Formula: C19H20Cl2N2O2S
Source: the Open Molecules 2025 dataset
Level of theory: ωB97M-V with the def2-TZVPD basis set

Last column: Mulliken charge in e.
CARTESIAN COORDINATES (ANGSTROEM)
1 C -1.95287 -4.17620 -2.29881  -1.54
2 C -2.23867 -3.36835 -1.06930  1.44
3 C -3.00524 -4.22170 -0.04699  -1.59
4 O -3.07303 -2.26995 -1.40422  -0.45
5 C -2.36017 -1.09088 -1.77298  -0.83
6 C -1.66127 -0.54854 -0.54474  0.02
7 N -0.69031 0.50722 -1.01866  -0.64
8 C -0.43965 1.54322 -0.29199  0.83
9 S -1.08947 1.98964 1.24822  -0.28
10 N 0.51432 2.39622 -0.86561  -0.27
11 C 1.09937 3.46632 -0.20928  -1.06
12 C 0.35395 4.61438 0.06472  0.25
13 C 0.94877 5.67771 0.75575  -0.55
14 C 2.30509 5.64148 1.03069  0.36
15 Cl 3.05570 6.95385 1.83097  -0.21
16 C 3.08859 4.56201 0.64818  -0.60
17 C 2.47774 3.44656 0.04420  0.47
18 Cl 3.39036 1.99894 -0.38993  -0.16
19 C -1.05396 -1.76640 0.27568  0.33
20 C 0.33416 -1.43714 0.70530  0.14
21 C 1.40624 -1.50019 -0.20039  -0.15
22 C 2.69804 -1.28288 0.26283  -0.89
23 C 2.93208 -0.96273 1.57460  -0.39
24 C 1.88363 -0.81585 2.47131  -0.65
25 C 0.55852 -1.09172 2.06398  -0.39
26 O -1.00022 -2.97595 -0.50444  -0.38
27 H -1.27596 -3.58481 -2.97053  0.31
28 H -1.41584 -5.10024 -2.00156  0.37
29 H -2.88420 -4.46244 -2.78557  0.37
30 H -2.43563 -5.10886 0.24677  0.33
31 H -3.24838 -3.67026 0.85202  0.37
32 H -3.90792 -4.55380 -0.55723  0.41
33 H -2.99677 -0.30474 -2.14754  0.43
34 H -1.60504 -1.35925 -2.53429  0.24
35 H -2.39443 0.00248 0.09128  0.24
36 H -0.02369 2.70912 1.57212  0.22
37 H 1.07376 1.84367 -1.47792  0.31
38 H -0.71134 4.70364 -0.21109  0.43
39 H 0.40096 6.54062 1.03806  0.47
40 H 4.13470 4.58831 0.85360  0.45
41 H -1.70495 -1.89704 1.15280  0.19
42 H 1.19022 -1.82070 -1.21244  0.37
43 H 3.52424 -1.42923 -0.41493  0.43
44 H 3.95771 -0.82780 1.87690  0.43
45 H 2.09298 -0.52628 3.49039  0.44
46 H -0.25213 -1.03148 2.78007  0.39

E_HOMO   -0.3152 Eh
Total charge   0
Max |F|   2.6 eV Å⁻¹
Structure (SMILES)   CC1(C)OC[C@H](/N=C(\S)Nc2ccc(Cl)cc2Cl)[C@H](c2ccccc2)O1

=====

Formula: C18H28N2O3
Source: the Open Molecules 2025 dataset
Level of theory: ωB97M-V with the def2-TZVPD basis set

Last column: Mulliken charge in e.
CARTESIAN COORDINATES (ANGSTROEM)
1 C -5.42066 -1.53712 0.24719  -1.12
2 C -5.30926 -0.01965 0.29903  -0.30
3 O -4.03738 0.43143 -0.15866  -0.38
4 C -3.02776 0.40749 0.75149  -0.13
5 O -3.20432 0.03079 1.88959  -0.65
6 C -1.75020 0.87605 0.25668  0.02
7 C -0.61738 1.02988 1.06201  1.30
8 C -0.53492 0.81740 2.53125  -1.63
9 C 0.41928 1.48541 0.22897  2.18
10 C 1.77122 1.93577 0.66178  -0.41
11 O 1.94877 3.10984 0.94584  -0.70
12 N 2.77712 1.02695 0.73614  0.14
13 C 4.06293 1.50286 1.20639  -1.30
14 C 2.74843 -0.37655 0.34212  -0.66
15 C 2.41680 -0.58968 -1.13729  -0.07
16 C 2.62744 -2.05728 -1.50123  -1.01
17 C 1.74748 -2.95065 -0.63169  -0.54
18 C 2.04362 -2.71743 0.84679  -1.04
19 C 1.83382 -1.24841 1.20541  -0.09
20 C -0.11523 1.65018 -1.03871  -0.21
21 C 0.54464 2.18293 -2.25941  -1.91
22 N -1.41254 1.25961 -1.02562  0.12
23 C -2.23827 1.28799 -2.20229  -1.04
24 H -6.41981 -1.83930 0.54757  0.39
25 H -4.69849 -1.98130 0.92759  0.31
26 H -5.22748 -1.89797 -0.76078  0.29
27 H -5.46163 0.33297 1.32418  0.31
28 H -6.03344 0.45246 -0.36910  0.34
29 H -1.26122 1.45387 3.03382  0.46
30 H -0.78259 -0.20950 2.79424  0.27
31 H 0.46153 1.06153 2.89063  0.39
32 H 4.37875 0.93692 2.08505  0.31
33 H 3.95668 2.55286 1.47247  0.49
34 H 4.81975 1.40600 0.42451  0.32
35 H 3.77389 -0.73334 0.49639  0.83
36 H 1.37806 -0.32177 -1.32161  -0.19
37 H 3.05264 0.04970 -1.75327  0.31
38 H 2.38960 -2.21304 -2.55552  0.38
39 H 3.67627 -2.32601 -1.35373  0.38
40 H 1.91701 -3.99903 -0.88498  0.38
41 H 0.69714 -2.72339 -0.82743  0.30
42 H 1.38922 -3.34047 1.45890  0.39
43 H 3.07575 -3.00626 1.06066  0.39
44 H 0.79376 -0.98268 1.02813  -0.17
45 H 2.05587 -1.08204 2.26089  0.31
46 H 1.54710 2.51659 -2.00757  0.37
47 H -0.01338 3.03240 -2.65275  0.52
48 H 0.61081 1.42954 -3.04609  0.38
49 H -1.73115 0.77850 -3.02434  0.36
50 H -3.18268 0.79466 -2.00109  0.33
51 H -2.43561 2.32027 -2.50260  0.31

Relative energy (zero: lowest compared OMol25 entry of this formula, charge and spin)   5.94 kcal/mol
E_HOMO   -0.3013 Eh
Total charge   0
Max |F|   0.7 eV Å⁻¹
Structure (SMILES)   CCOC(=O)c1c(C)c(C(=O)N(C)C2CCCCC2)c(C)n1C